Here is 9 unconnected molecules or ions with the total composition C16H46Cl4O14 at a distorted geometry from the OMol25 dataset. Energies are from the ωB97M-V functional and the def2-TZVPD basis.

Positions of all 80 atoms, in Å:
C -1.57052 -1.42728 -5.36998
C -2.37975 -2.52081 -6.03119
O -3.62685 -2.01297 -6.39082
O -2.23971 -0.88019 -4.22929
H -1.38528 -0.62038 -6.07899
H -0.58285 -1.74080 -5.03187
H -2.40810 -3.45932 -5.47757
H -1.89381 -2.78730 -6.96978
H -3.83088 -2.20590 -7.30883
H -3.14869 -0.78834 -4.52408
C -2.90680 3.10910 4.38767
C -2.47347 1.69388 3.86957
O -3.17553 1.20482 2.71341
O -2.56723 4.09402 3.43940
H -2.47458 3.42147 5.33831
H -3.97903 3.11830 4.58349
H -2.38147 0.96864 4.67807
H -1.46942 1.87634 3.48656
H -2.77904 1.57441 1.92107
H -2.71168 4.97020 3.80416
C 3.06301 -2.05654 2.34726
C 2.60060 -0.63629 2.76683
O 3.55679 0.05857 3.48658
O 4.36131 -1.95428 1.89174
H 2.50032 -2.40923 1.48291
H 3.00133 -2.81963 3.12314
H 1.68410 -0.65538 3.35655
H 2.38458 -0.02143 1.89311
H 4.33016 0.10262 2.91952
H 4.96494 -2.36619 2.51428
C -0.96221 0.73576 -1.16765
C -0.15917 -0.53407 -1.24636
O 0.52952 -0.65155 -0.02178
O -2.13150 0.50701 -0.43257
H -1.24959 1.05925 -2.16809
H -0.35253 1.52000 -0.71892
H 0.62425 -0.55179 -2.00402
H -0.72711 -1.44518 -1.43456
H -0.14093 -0.56906 0.66035
H -2.62675 1.32833 -0.47464
C 4.47982 -0.68109 -1.37502
C 3.78380 -1.22121 -2.63062
O 4.76069 -1.86036 -3.45757
O 5.19978 -1.78478 -0.67964
H 3.71987 -0.21790 -0.74571
H 5.17981 0.05029 -1.77900
H 3.31179 -0.40104 -3.17158
H 3.06930 -2.00964 -2.39405
H 5.26073 -2.52297 -2.97538
H 4.92638 -1.79218 0.24058
C -2.41684 4.00241 -0.35928
C -1.46150 5.17187 -0.39059
O -1.85716 6.14322 0.52322
O -2.23980 3.02059 0.68816
H -2.54871 3.46184 -1.29656
H -3.42302 4.38427 -0.18641
H -1.37369 5.59093 -1.39298
H -0.41962 4.96011 -0.15027
H -1.29422 5.93959 1.27371
H -2.34040 3.33559 1.58941
C -1.10777 -2.17616 2.32183
C -2.18801 -2.65220 1.29792
O -3.43170 -2.26466 1.85593
O -0.84466 -0.75953 2.34613
H -0.11825 -2.51720 2.01745
H -1.29834 -2.65190 3.28383
H -2.11564 -3.70233 1.01492
H -2.17527 -2.07012 0.37644
H -4.04890 -2.62404 1.21444
H -1.68793 -0.31818 2.47142
C 1.81203 -4.81231 -1.45597
Cl 0.42461 -3.97252 -2.01128
Cl 1.61591 -6.48320 -1.95897
H 2.60026 -4.32554 -2.03029
H 2.06580 -4.63949 -0.41010
C 2.23642 3.05901 2.27865
Cl 2.56869 4.85804 2.29517
Cl 1.11622 2.85999 0.98908
H 3.16793 2.60592 1.93939
H 1.82518 2.78781 3.25099

Cartesian forces (eV/Å) of the 6 atoms listed first:
0.221 0.380 0.320
1.329 -0.363 -1.216
-1.231 0.424 0.497
0.194 -0.262 0.025
-0.149 0.042 -0.273
-0.085 -0.415 0.005

Orbital gap (alpha / beta) in eV: 10.184 / 3.388
Largest force on an atom in eV/A: 2.76
Charge: +1
LUMO energy (alpha / beta) in eV: -2.004 / -8.796
Spin multiplicity: 2

Here is 6 unconnected molecules or ions with the total composition C16H46N6O8 at a distorted geometry from the OMol25 dataset. Energies are from the ωB97M-V functional and the def2-TZVPD basis.

Positions of all 76 atoms, in Å:
C 3.17959 1.68153 -0.42225
O 4.48678 1.36532 -0.82529
C 4.82976 1.71720 -2.13875
C 5.65350 0.59867 -2.72364
N 6.22642 0.96019 -4.01145
C 5.38653 0.75345 -5.17490
C 6.14625 0.83501 -6.46482
O 6.37221 2.17729 -6.82046
C 6.85077 2.28444 -8.12798
H 2.90525 2.71352 -0.67504
H 3.02885 1.54884 0.64590
H 2.48533 1.01580 -0.95074
H 5.28626 2.71197 -2.18383
H 3.93487 1.87756 -2.76874
H 5.14509 -0.37187 -2.73413
H 6.52750 0.44018 -2.08127
H 7.20749 0.78166 -4.11394
H 4.58283 1.49865 -5.16673
H 4.84753 -0.20606 -5.09759
H 5.58607 0.27866 -7.23077
H 7.12951 0.34184 -6.43703
H 7.79117 1.74214 -8.29259
H 6.92329 3.33058 -8.41201
H 6.15239 1.83175 -8.85423
C -8.22092 0.47154 2.83613
O -7.22143 -0.12765 3.62137
C -7.25455 -1.53800 3.64050
C -6.10905 -2.03986 4.51039
N -4.82081 -1.76638 3.90638
C -3.74142 -2.37537 4.67466
C -2.36101 -2.15833 4.03613
O -1.72032 -1.10297 4.71912
C -0.39042 -0.87906 4.35518
H -8.59801 1.35522 3.36301
H -9.10579 -0.15909 2.71991
H -7.79759 0.82098 1.89294
H -7.16129 -1.89822 2.60797
H -8.17667 -1.93961 4.08392
H -6.28823 -3.10945 4.61825
H -6.24736 -1.49779 5.45919
H -4.74897 -0.78517 3.68127
H -3.91896 -3.45092 4.67777
H -3.72560 -1.95882 5.68919
H -2.52856 -1.90314 2.98390
H -1.79220 -3.08635 4.16027
H 0.31957 -1.65265 4.67781
H -0.07857 0.00922 4.91189
H -0.25524 -0.68108 3.28584
N -1.41914 0.10327 -0.54703
C -0.44608 -0.74611 -0.08443
N -0.77602 -2.07616 -0.18381
O 0.53581 -0.36143 0.54309
H -1.47878 1.05273 -0.20008
H -1.90567 -0.12468 -1.40065
H -1.71847 -2.20691 -0.50024
H -0.27995 -2.74738 0.36842
N -1.71287 3.64826 2.43778
C -1.08557 2.93028 1.45165
N -0.00998 2.21319 1.88538
O -1.42456 2.97636 0.27364
H -2.63091 3.97353 2.19420
H -1.47312 3.58968 3.40923
H 0.37022 1.49635 1.28236
H 0.22983 2.27717 2.85683
C 3.20142 -1.95872 1.50413
O 4.22440 -2.62729 2.27262
H 2.58856 -1.37021 2.18587
H 3.58561 -1.35223 0.69034
H 2.56798 -2.75971 1.11304
H 4.01278 -2.50302 3.19848
C -3.87051 -0.69718 -2.89413
O -2.52913 -0.48330 -3.34285
H -3.82474 -0.91248 -1.82754
H -4.51091 0.16867 -3.07323
H -4.34328 -1.56432 -3.36595
H -2.59881 -0.39372 -4.29786

Cartesian forces (eV/Å) of the 6 atoms listed first:
-0.663 0.078 -0.831
0.376 -0.088 0.784
-1.306 0.253 -0.488
1.960 0.268 -0.214
-0.708 0.348 0.084
0.019 -0.134 0.845

Orbital gap in eV: 8.660
SMILES: COCCNCCOC.COCCNCCOC.NC(N)=O.NC(N)=O.CO.CO
Largest force on an atom in eV/A: 1.99
Charge: 0
LUMO energy in eV: 0.440
Spin multiplicity: 1
Energy relative to the best compared isomer or geometry (same formula, charge and spin) in kcal/mol: 0.0

Here is 3 unconnected molecules or ions with the total composition C16H47BFN8O3P2 at a distorted geometry from the OMol25 dataset. Energies are from the ωB97M-V functional and the def2-TZVPD basis.

Positions of all 78 atoms, in Å:
C 1.05170 -1.91582 3.31829
N 0.47164 -0.52091 3.39570
C 0.67463 0.19978 2.08074
B -0.97614 -0.51056 3.85727
O -1.36931 -1.37381 5.02500
N -2.03779 0.37056 3.22510
C -3.36208 -0.34238 3.06585
C -3.35505 -1.57142 1.96879
F -3.19784 -1.07461 0.57178
H 2.23225 -1.79176 3.22085
H 0.72619 -2.50680 2.33692
H 0.78268 -2.61378 4.21928
H 0.13284 1.23647 1.99664
H 1.83755 0.42997 1.93886
H 0.37434 -0.44389 1.13192
H -1.84737 -2.14859 4.60640
H -3.85123 -0.68603 4.09799
H -4.12352 0.46915 2.63370
H -2.60900 -2.44052 2.21430
H -4.44421 -2.05823 2.01182
O -4.84741 3.63871 -2.29621
P -5.41590 2.50948 -3.19019
N -7.01089 3.00725 -2.88505
C -8.09180 2.27694 -2.25814
C -7.43843 4.28479 -3.44403
N -4.97979 1.26844 -2.07068
C -5.88980 0.31893 -1.44962
C -3.90412 1.56432 -1.11495
N -6.06942 1.21134 -4.21789
C -4.94487 0.48805 -4.86217
C -6.96322 1.58921 -5.32643
H -8.22433 1.27805 -2.68190
H -9.06649 2.76478 -2.38150
H -7.92921 2.19070 -1.18134
H -7.66481 4.18906 -4.50987
H -6.65694 5.04232 -3.34267
H -8.32651 4.69293 -2.94729
H -6.41771 0.75787 -0.59937
H -5.33896 -0.55293 -1.07481
H -6.61686 -0.09724 -2.14997
H -4.26300 2.19172 -0.29519
H -3.06860 2.07007 -1.61048
H -3.48369 0.64908 -0.68071
H -4.38715 1.15388 -5.53219
H -5.30524 -0.37137 -5.43880
H -4.23669 0.08839 -4.13097
H -6.51407 2.36863 -5.95294
H -7.93724 1.93594 -4.97701
H -7.18893 0.72355 -5.95968
O 4.69997 -0.89229 1.75516
P 6.24562 -0.80645 1.72169
N 6.23240 -0.37161 0.07985
C 6.81462 -1.06001 -1.05234
C 5.69919 0.94092 -0.26701
N 6.44238 -2.51705 1.85891
C 7.13881 -3.37605 0.91419
C 5.33299 -3.28288 2.44267
N 8.02247 -0.70777 1.68321
C 8.55175 -0.92685 3.05241
C 8.63651 0.55447 1.23573
H 7.85747 -1.33999 -0.88203
H 6.83433 -0.44758 -1.96214
H 6.23934 -1.95486 -1.30072
H 6.42970 1.72757 -0.05736
H 4.79961 1.16784 0.31102
H 5.41304 1.02077 -1.32235
H 6.51538 -3.62045 0.05053
H 7.41935 -4.32382 1.39070
H 8.08437 -2.95324 0.56858
H 4.52465 -3.42359 1.72070
H 4.93404 -2.77940 3.32967
H 5.65824 -4.27357 2.78288
H 8.21822 -0.13147 3.73022
H 9.64728 -0.95499 3.05377
H 8.22246 -1.87980 3.47592
H 8.22844 1.41240 1.78270
H 8.50669 0.72489 0.16562
H 9.72248 0.53511 1.38272

Cartesian forces (eV/Å) of the 6 atoms listed first:
1.216 -0.209 -0.556
-1.145 -1.000 -0.992
1.289 0.555 -0.870
-2.809 1.948 -0.763
0.247 -1.211 -2.181
1.061 -3.691 0.383

Orbital gap in eV: 3.098
Largest force on an atom in eV/A: 9.08
Charge: -1
LUMO energy in eV: 0.712
Spin multiplicity: 1

Here is a molecular structure, C16H47Cl4NO8 at a distorted geometry from the OMol25 dataset. Energies are from the ωB97M-V functional and the def2-TZVPD basis.

Positions of all 76 atoms, in Å:
Cl 1.24279 3.68538 -1.36929
C 0.33952 4.45987 -0.04538
C -0.27211 3.44251 0.95003
Cl -1.54476 2.43638 0.27628
H -0.48227 5.11101 -0.34333
H 1.07208 5.00206 0.55253
H -0.90251 4.01849 1.62748
H 0.41772 2.71165 1.37203
Cl -0.79020 -0.71167 2.81992
C 0.03430 -1.18668 1.26256
C 1.33254 -0.35879 1.02058
Cl 0.79208 1.29111 0.89699
H -0.64547 -1.09577 0.41537
H 0.28105 -2.24495 1.34782
H 1.67401 -0.66658 0.03227
H 2.23333 -0.46579 1.62493
C 1.14818 0.60220 -2.30547
O 0.69276 0.28550 -3.51963
H 0.49647 1.34296 -1.84217
H 1.21615 -0.31783 -1.72494
H 2.08684 1.12870 -2.47812
H 1.25177 -0.32374 -4.00741
C 3.42344 -1.40018 3.78282
O 2.69606 -0.37329 4.44010
H 3.50575 -1.23521 2.70853
H 4.41878 -1.72797 4.08271
H 2.84782 -2.32446 3.83252
H 1.82375 -0.66087 4.71933
C -1.72121 2.17538 3.85515
O -1.25764 0.98746 4.41590
H -2.40109 2.08759 3.00771
H -2.13292 2.92404 4.53197
H -0.83030 2.67856 3.47939
H -1.30591 0.37234 3.68044
C -2.49037 0.25573 -0.06018
O -2.90253 -0.58410 -1.15357
H -2.54976 -0.30953 0.86991
H -1.44196 0.49930 -0.23228
H -3.01701 1.20833 -0.11763
H -3.82819 -0.82186 -1.06291
C 3.15010 -2.22028 -1.12482
O 3.19138 -1.59941 0.15627
H 4.09245 -2.36126 -1.65416
H 2.79516 -3.24947 -1.17847
H 2.43615 -1.75663 -1.80555
H 4.03636 -1.85538 0.53322
C 1.73245 1.94170 3.48315
O 2.32823 1.97098 4.73256
H 2.26978 2.50552 2.72059
H 1.52058 0.92365 3.15640
H 0.76590 2.44326 3.43518
H 2.59963 1.10136 5.03539
C 1.36237 -4.05467 0.25702
O 1.12703 -2.94014 -0.60971
C -0.24761 -2.71522 -1.00701
C -0.33631 -1.38518 -1.76465
N -1.60523 -1.44883 -2.54531
C -1.74643 -0.33236 -3.44328
C -3.11748 -0.22856 -4.02935
O -3.28281 0.95874 -4.74638
C -4.58696 1.41659 -5.04349
H 1.80486 -4.86909 -0.31658
H 0.53026 -4.30048 0.91678
H 2.20675 -3.77618 0.88754
H -0.71123 -2.82719 -0.02690
H -0.48852 -3.58792 -1.61401
H 0.59692 -1.35076 -2.32679
H -0.37013 -0.66764 -0.94484
H -2.30635 -1.06491 -1.92795
H -0.93467 -0.52784 -4.14395
H -1.40177 0.60719 -3.01136
H -3.86984 -0.19540 -3.24134
H -3.32696 -1.05204 -4.71206
H -5.17632 1.47019 -4.12813
H -5.00098 0.73611 -5.78756
H -4.54774 2.39439 -5.52356

Cartesian forces (eV/Å) of the 6 atoms listed first:
-0.341 0.624 -0.037
-0.244 -0.903 1.530
-1.474 2.931 -0.874
0.165 3.497 -0.178
0.425 0.016 -0.658
-0.056 0.272 -0.234

Orbital gap in eV: 7.939
Largest force on an atom in eV/A: 9.93
Charge: 0
LUMO energy in eV: 0.225
Spin multiplicity: 1
Energy relative to the best compared isomer or geometry (same formula, charge and spin) in kcal/mol: 314.8

no.,calculated total energy (hartree)
1,-3530.82900
2,-1567.59579
3,-2108.78619
4,-3134.55886